Entry 1:
{
  "formula": "C28H30BrGeI2MnSb",
  "method": "ωB97M-V/def2-TZVPD",
  "total_charge": 2,
  "multiplicity": 6,
  "s_squared": 8.794,
  "max_force_ha_per_bohr": 0.02768,
  "elements": ["Mn", "C", "Sb", "C", "C", "H", "H", "H", "H", "H", "H", "H", "H", "H", "C", "C", "C", "C", "C", "C", "Ge", "C", "C", "C", "C", "C", "C", "C", "C", "C", "C", "C", "C", "H", "H", "H", "H", "H", "H", "H", "H", "H", "H", "H", "H", "H", "H", "H", "Br", "C", "C", "C", "C", "C", "C", "I", "H", "H", "H", "H", "I", "C", "H", "H"],
  "positions_angstrom": [[-0.758, 0.870, -0.088], [-3.724, -2.834, -0.327], [-1.685, -2.432, 0.128], [-0.833, -3.809, -1.259], [-1.510, -3.624, 1.872], [-3.867, -3.915, -0.305], [-3.969, -2.460, -1.320], [-4.373, -2.366, 0.412], [-1.182, -4.811, -1.005], [0.252, -3.783, -1.200], [-1.159, -3.568, -2.272], [-1.864, -4.627, 1.629], [-2.118, -3.198, 2.667], [-0.469, -3.662, 2.182], [1.051, 1.094, -3.962], [0.439, -0.083, -3.544], [0.472, -0.440, -2.203], [1.132, 0.390, -1.280], [1.736, 1.586, -1.708], [1.701, 1.923, -3.050], [1.486, -0.234, 0.589], [2.484, 1.052, 1.535], [2.086, 2.390, 1.630], [2.887, 3.305, 2.296], [4.083, 2.880, 2.871], [4.474, 1.551, 2.786], [3.675, 0.628, 2.126], [2.140, -2.004, 0.563], [2.283, -2.766, 1.728], [2.883, -4.015, 1.661], [3.347, -4.502, 0.442], [3.231, -3.737, -0.710], [2.617, -2.493, -0.658], [1.031, 1.365, -5.011], [-0.051, -0.727, -4.262], [0.046, -1.379, -1.889], [2.254, 2.224, -1.001], [2.182, 2.833, -3.388], [1.146, 2.727, 1.204], [2.583, 4.341, 2.374], [4.709, 3.592, 3.394], [5.404, 1.230, 3.237], [3.985, -0.409, 2.066], [1.944, -2.388, 2.681], [2.995, -4.608, 2.561], [3.814, -5.477, 0.394], [3.621, -4.105, -1.650], [2.543, -1.901, -1.562], [-1.054, 3.464, -0.575], [-2.933, 3.759, -0.727], [-3.374, 5.042, -0.469], [-4.722, 5.330, -0.634], [-5.605, 4.347, -1.053], [-5.159, 3.053, -1.283], [-3.816, 2.763, -1.115], [-3.227, 0.790, -1.420], [-2.679, 5.806, -0.150], [-5.076, 6.333, -0.435], [-6.651, 4.581, -1.202], [-5.855, 2.282, -1.589], [-0.134, -0.412, 3.111], [-1.314, 0.855, 1.881], [-1.210, 1.853, 2.304], [-2.345, 0.533, 1.987]],
  "forces_ev_per_a": [[-1.2, -0.2, -0.5], [0.0, 0.0, 0.0], [0.2, 0.2, -0.1], [-0.1, -0.1, 0.0], [-0.1, -0.1, 0.0], [0.0, 0.0, 0.0], [0.0, 0.0, 0.0], [0.0, 0.0, -0.1], [0.0, 0.1, -0.1], [0.1, 0.0, 0.0], [0.1, 0.0, 0.0], [0.0, 0.0, 0.1], [0.0, 0.0, 0.0], [0.0, 0.0, 0.0], [0.0, 0.0, 0.0], [0.0, 0.0, 0.0], [0.2, 0.2, -0.3], [-0.5, -0.1, 0.5], [0.0, -0.1, 0.0], [0.0, 0.0, -0.1], [1.3, -0.6, 0.2], [0.2, 0.6, 0.1], [0.3, 0.0, 0.1], [0.0, -0.1, 0.0], [0.0, 0.0, 0.0], [0.0, 0.0, 0.1], [0.0, 0.2, 0.0], [0.0, -0.5, 0.0], [0.2, -0.2, -0.3], [0.0, 0.1, 0.1], [0.0, 0.0, 0.0], [0.0, 0.0, 0.0], [0.1, -0.1, 0.1], [0.0, 0.0, 0.0], [0.0, 0.0, 0.0], [-0.1, -0.1, 0.0], [0.0, 0.0, 0.0], [0.0, -0.1, 0.0], [0.0, 0.0, 0.0], [0.0, 0.0, 0.0], [0.0, 0.0, 0.0], [0.0, 0.0, 0.0], [0.0, 0.0, 0.0], [0.0, 0.0, 0.1], [0.0, 0.0, -0.1], [0.0, 0.0, 0.0], [0.0, 0.0, 0.0], [0.0, 0.0, 0.0], [0.1, 0.3, -0.2], [-0.1, -0.1, 0.0], [-0.1, 0.1, 0.0], [0.0, 0.0, 0.0], [-0.1, 0.0, 0.0], [-0.1, 0.1, 0.0], [0.1, 0.0, 0.0], [-0.1, -0.1, -0.2], [0.0, 0.0, 0.0], [0.0, 0.0, 0.0], [0.0, 0.0, 0.0], [0.0, 0.0, 0.0], [0.0, -0.2, -0.1], [0.0, 0.7, 0.0], [-0.1, 0.0, 0.2], [-0.1, -0.1, 0.1]],
  "mulliken_charge": [0.37, -1.28, 0.56, -1.20, -1.21, 0.40, 0.42, 0.38, 0.46, 0.26, 0.41, 0.45, 0.41, 0.31, -0.66, -0.91, 0.41, -0.32, -0.65, -0.71, 0.71, 0.91, 0.22, -0.81, -0.59, -0.77, -0.55, 0.96, -0.47, -0.83, -0.59, -0.61, -0.52, 0.45, 0.52, 0.71, 0.46, 0.49, 0.24, 0.45, 0.42, 0.44, 0.40, 0.34, 0.46, 0.44, 0.46, 0.41, -0.04, 0.75, -0.70, -0.58, -0.64, -0.65, 0.26, 0.29, 0.44, 0.41, 0.40, 0.41, 0.11, -1.23, 0.52, 0.61]
}

=====

Entry 2:
{
  "formula": "C30H30BF2N7S3Sc",
  "method": "ωB97M-V/def2-TZVPD",
  "total_charge": 1,
  "max_force_ha_per_bohr": 0.01537,
  "elements": ["Sc", "C", "C", "C", "C", "C", "C", "C", "C", "C", "H", "H", "H", "H", "H", "H", "H", "H", "H", "H", "H", "H", "S", "C", "N", "C", "C", "C", "C", "C", "C", "S", "H", "H", "H", "H", "S", "C", "C", "N", "C", "H", "H", "H", "C", "C", "N", "C", "C", "N", "C", "N", "N", "N", "C", "C", "C", "C", "C", "C", "H", "H", "H", "H", "H", "H", "H", "H", "H", "H", "H", "F", "B", "F"],
  "positions_angstrom": [[-0.294, 0.403, 0.331], [-0.066, 2.084, 3.580], [0.362, 2.138, 2.146], [-0.353, 2.858, 1.194], [0.031, 2.903, -0.152], [-0.767, 3.639, -1.188], [1.256, 2.303, -0.517], [2.068, 1.697, 0.441], [3.454, 1.234, 0.103], [1.562, 1.514, 1.730], [0.374, 2.914, 4.137], [0.267, 1.159, 4.053], [-1.149, 2.161, 3.676], [-1.284, 3.326, 1.491], [-0.912, 3.032, -2.083], [-0.243, 4.548, -1.491], [-1.746, 3.933, -0.816], [1.606, 2.394, -1.539], [4.166, 2.005, 0.404], [3.592, 1.095, -0.970], [3.726, 0.323, 0.635], [2.134, 0.949, 2.456], [1.804, -0.350, -3.041], [0.039, -0.421, -2.978], [-0.726, -0.376, -1.926], [-2.051, -0.617, -2.301], [-3.099, -0.796, -1.392], [-4.353, -1.052, -1.905], [-4.566, -1.135, -3.288], [-3.535, -0.993, -4.188], [-2.261, -0.749, -3.674], [-0.742, -0.651, -4.498], [-3.677, -0.937, 0.669], [-5.184, -1.177, -1.223], [-5.566, -1.328, -3.656], [-3.704, -1.085, -5.253], [-5.663, 0.326, 1.282], [-4.682, 1.573, 0.749], [-3.311, 1.634, 0.456], [-2.359, 0.690, 0.375], [-2.802, -0.679, 0.072], [-5.133, 2.563, 0.714], [-2.927, 2.644, 0.356], [-2.009, -1.399, 0.346], [-2.454, -0.469, 3.302], [-1.184, -1.217, 3.096], [-0.245, -1.002, 2.175], [0.776, -1.895, 2.449], [0.446, -2.659, 3.515], [-0.797, -2.224, 3.913], [-1.564, -2.850, 4.983], [-1.820, -4.219, 4.694], [-1.051, -5.178, 5.278], [-1.362, -6.310, 4.799], [-2.353, -6.145, 3.852], [-3.015, -7.083, 3.052], [-3.964, -6.599, 2.184], [-4.260, -5.222, 2.107], [-3.620, -4.289, 2.889], [-2.656, -4.787, 3.770], [-2.493, 0.392, 2.645], [-2.530, -0.121, 4.333], [-3.336, -1.074, 3.087], [1.668, -1.930, 1.849], [0.948, -3.471, 4.014], [-2.494, -2.303, 5.110], [-0.987, -2.822, 5.904], [-2.783, -8.136, 3.126], [-4.507, -7.283, 1.545], [-5.023, -4.893, 1.413], [-3.873, -3.238, 2.825], [3.459, -1.642, -1.353], [2.273, -1.095, -1.455], [1.474, -1.137, -0.378]],
  "forces_ev_per_a": [[0.6, 0.5, 0.0], [0.0, 0.0, 0.1], [-0.1, 0.0, -0.1], [-0.2, -0.1, 0.0], [-0.2, -0.1, 0.0], [-0.1, 0.0, 0.0], [0.1, -0.1, -0.1], [-0.1, -0.2, 0.0], [0.0, 0.0, 0.0], [0.1, -0.1, 0.0], [0.0, 0.0, 0.0], [0.0, 0.0, 0.0], [0.0, 0.0, 0.0], [0.1, 0.1, 0.0], [0.0, 0.0, 0.0], [0.0, 0.0, 0.0], [0.0, 0.0, 0.0], [0.0, 0.0, 0.0], [0.0, 0.0, 0.0], [0.0, 0.0, 0.0], [0.0, 0.0, 0.0], [0.1, 0.0, 0.0], [0.0, 0.0, 0.1], [0.0, 0.1, 0.1], [0.2, -0.1, 0.0], [-0.1, -0.1, 0.0], [0.0, 0.0, -0.2], [0.1, 0.0, 0.0], [-0.1, 0.0, 0.0], [0.1, 0.0, -0.1], [-0.1, 0.0, 0.1], [0.0, 0.0, 0.1], [0.0, -0.1, 0.0], [0.0, 0.0, 0.0], [0.0, 0.0, 0.0], [0.0, 0.0, 0.0], [0.0, -0.1, -0.1], [0.3, 0.2, 0.0], [-0.1, 0.0, 0.2], [-0.3, 0.0, -0.3], [-0.1, 0.1, 0.2], [-0.1, 0.0, 0.0], [-0.1, 0.0, 0.0], [0.0, 0.1, -0.1], [0.0, 0.0, 0.0], [0.1, -0.1, 0.0], [-0.3, 0.1, 0.1], [0.1, -0.1, -0.1], [0.1, 0.0, -0.1], [0.1, 0.1, -0.1], [0.0, 0.1, 0.1], [-0.3, -0.1, -0.1], [0.0, 0.0, -0.1], [0.1, -0.3, 0.0], [0.0, 0.2, 0.0], [0.0, 0.0, 0.1], [0.0, 0.0, 0.0], [-0.1, 0.0, -0.1], [0.0, 0.1, 0.1], [0.1, 0.0, 0.1], [0.0, 0.0, 0.0], [0.0, 0.0, 0.0], [0.0, 0.0, 0.0], [0.0, 0.0, 0.1], [0.0, 0.0, 0.0], [0.0, 0.0, 0.0], [0.0, 0.0, 0.0], [0.0, 0.0, 0.0], [0.0, 0.0, 0.0], [0.0, 0.0, 0.0], [0.0, 0.0, 0.0], [0.0, 0.1, 0.1], [0.0, -0.1, -0.3], [0.0, -0.1, 0.0]],
  "mulliken_charge": [-0.24, -1.76, 1.09, -0.55, 0.62, -1.93, -0.43, 0.65, -1.65, -0.60, 0.41, 0.32, 0.38, 0.74, 0.31, 0.42, 0.40, 0.60, 0.43, 0.37, 0.36, 0.52, -0.29, 0.29, 0.84, -0.86, -0.01, -0.70, -0.87, -0.55, 0.80, -0.20, 1.02, 0.48, 0.41, 0.44, -0.32, -0.61, -0.32, 1.10, -1.07, 0.32, -0.05, 0.13, -1.05, 0.52, 1.01, -0.89, -0.97, 0.32, -1.36, 0.71, -0.64, -0.52, 0.06, -0.77, -0.56, -0.72, -0.42, 1.29, -0.22, 0.72, 0.07, 0.62, 0.51, 0.69, 0.28, 0.44, 0.39, 0.45, 0.41, -0.12, 0.11, 0.19]
}

=====

Entry 3:
{
  "formula": "C5H11O2",
  "method": "ωB97M-V/def2-TZVPD",
  "total_charge": -1,
  "max_force_ha_per_bohr": 0.03083,
  "elements": ["C", "C", "H", "H", "H", "H", "H", "H", "C", "C", "C", "O", "O", "H", "H", "H", "H", "H"],
  "positions_angstrom": [[0.676, -0.123, 2.930], [-0.677, -0.422, 2.261], [0.418, 0.059, 3.981], [1.368, -0.952, 2.810], [1.131, 0.813, 2.624], [-1.265, -0.992, 2.989], [-0.636, -1.137, 1.436], [-1.144, 0.457, 1.831], [0.408, 0.765, -1.880], [0.686, -0.576, -2.529], [-1.157, 0.836, -1.689], [-1.829, 1.450, -2.548], [-1.575, 0.119, -0.752], [0.836, 0.913, -0.887], [0.662, 1.637, -2.495], [1.637, -0.722, -3.051], [-0.092, -0.772, -3.260], [0.554, -1.354, -1.771]],
  "forces_ev_per_a": [[-0.9, 0.3, 0.4], [0.4, -1.0, -0.2], [0.6, -0.3, 0.1], [0.2, 0.1, 0.2], [0.2, 0.0, -0.5], [-0.5, 0.6, 0.0], [0.4, 0.4, -0.2], [-0.4, 0.0, 0.3], [-1.0, 1.2, -0.1], [-0.1, -0.5, 0.2], [0.1, -0.7, -0.3], [0.3, 0.2, 0.2], [-0.1, 0.1, 0.3], [0.3, -0.3, -0.1], [0.3, -0.3, -0.1], [0.2, 0.2, 0.3], [-0.1, 0.0, -0.3], [0.2, 0.0, -0.1]],
  "mulliken_charge": [-0.81, -0.84, 0.28, 0.24, 0.28, 0.37, 0.25, 0.23, -0.08, -1.07, 0.37, -0.75, -0.66, 0.14, 0.23, 0.31, 0.29, 0.21]
}

=====

Entry 4:
{
  "formula": "C4H28NO13",
  "method": "ωB97M-V/def2-TZVPD",
  "total_charge": -1,
  "max_force_ha_per_bohr": 0.03668,
  "elements": ["O", "C", "N", "C", "C", "O", "C", "O", "H", "H", "H", "H", "H", "H", "H", "H", "H", "H", "O", "H", "H", "O", "H", "H", "O", "H", "H", "O", "H", "H", "O", "H", "H", "O", "H", "H", "O", "H", "H", "O", "H", "H", "O", "H", "H", "O"],
  "positions_angstrom": [[3.181, 1.730, 1.035], [2.882, 2.053, -0.130], [1.649, 1.992, -0.610], [0.466, 1.625, 0.228], [0.016, 0.194, -0.150], [-1.022, 0.123, -1.110], [-0.605, 2.673, -0.031], [-1.897, 2.282, 0.332], [3.701, 2.259, -0.843], [1.448, 2.111, -1.602], [0.894, 1.726, 1.210], [0.880, -0.324, -0.580], [-0.238, -0.511, 0.648], [-2.127, 1.447, -0.124], [-0.595, 2.898, -1.126], [-0.390, 3.648, 0.409], [2.185, -1.522, -2.257], [1.371, -0.438, -2.832], [1.707, -1.321, -3.084], [-3.758, -1.062, -0.995], [-2.294, -0.685, -0.628], [-3.121, -1.164, -0.274], [1.559, 0.916, 3.219], [2.233, 2.049, 2.510], [1.675, 1.871, 3.304], [-1.577, 1.849, 2.338], [-0.280, 1.726, 3.195], [-1.180, 1.377, 3.090], [2.833, -1.801, 0.089], [3.154, -0.332, 0.201], [3.336, -1.107, -0.375], [-0.201, -2.497, 2.407], [-0.601, -3.066, 1.041], [0.177, -2.757, 1.565], [-0.396, 0.816, -2.119], [-0.006, 0.459, -3.672], [0.188, 1.100, -3.004], [-2.303, -1.192, 1.296], [-1.529, -0.439, 2.460], [-1.947, -1.273, 2.186], [-0.546, -3.000, -2.672], [-0.823, -1.668, -2.074], [-1.283, -2.508, -2.292], [-2.642, -3.074, 0.559], [-1.890, -3.396, -0.773], [-2.283, -3.784, 0.036]],
  "forces_ev_per_a": [[0.1, 0.5, -0.4], [0.2, -1.0, 0.3], [-0.7, 0.5, -0.3], [1.0, 0.0, -0.7], [-0.1, -1.4, -0.3], [0.2, 0.8, 0.3], [-0.1, 0.3, -1.8], [-0.6, 0.0, 0.9], [-0.5, 0.2, 0.0], [0.3, -0.1, 0.0], [-0.6, -0.4, 0.5], [0.4, 0.3, 0.0], [0.0, 0.8, 0.6], [0.5, 0.2, -0.1], [0.0, -0.3, 0.5], [0.1, -0.2, 0.5], [0.1, -0.2, -0.5], [-0.1, 0.1, -0.5], [0.2, 0.1, 1.0], [0.1, -0.2, 0.3], [-0.4, -0.2, 0.0], [0.1, 0.8, -0.6], [0.1, 0.0, 0.2], [-0.1, -0.1, 0.4], [0.1, -0.1, -0.3], [0.1, -0.1, -0.1], [-0.1, 0.1, -0.1], [0.0, 0.0, 0.1], [0.2, 0.1, -0.2], [0.3, -0.4, -0.5], [-0.6, 0.1, 0.8], [-0.4, 0.2, -0.1], [0.6, 0.1, 0.5], [0.3, -0.7, -0.7], [-0.1, -0.5, -1.3], [-0.4, -0.4, -0.6], [0.3, 0.9, 1.2], [-0.2, 0.5, 0.0], [-0.4, 0.1, -0.2], [0.0, -0.2, 1.0], [-0.1, -0.2, -0.1], [-0.7, 0.1, 0.3], [0.9, 0.2, -0.2], [-0.3, 0.5, -0.2], [-0.5, 0.3, 0.3], [0.8, -1.1, -0.1]],
  "mulliken_charge": [-0.70, -0.15, 0.14, 1.51, 0.63, -1.04, -1.02, -0.70, 0.35, 0.32, -1.08, -0.44, 0.45, 0.44, 0.34, 0.41, 0.35, 0.38, -0.73, 0.30, 0.34, -0.75, 0.34, 0.39, -0.79, 0.36, 0.38, -0.78, 0.33, 0.33, -0.70, 0.30, 0.38, -0.68, 0.35, 0.27, -0.96, 0.38, 0.38, -0.69, 0.30, 0.43, -0.75, 0.32, 0.51, -0.76]
}

=====

Energy above the lowest of the compared OMol25 structures with the same formula, charge and spin (kJ/mol)
234.0, 129.2, 48.2, 254.6